1.
The following is a quantum chemistry calculation of a 8-piece molecular cluster, C43H63N9O3P overall in a non-equilibrium geometry, from OMol25.

```
! wB97M-V def2-TZVPD RIJCOSX def2/J DEFGRID3
* xyz 1 1
P -4.304 1.636 -0.429
O 0.139 -1.887 -0.236
O 0.393 1.217 -0.232
O -0.765 3.611 0.590
N 3.023 2.783 -4.706
N 10.170 0.844 -6.072
N 6.381 -1.713 2.580
N -4.146 1.845 3.757
N -5.862 -2.239 6.920
N -0.172 -0.565 5.312
N 2.891 0.539 -8.436
N -3.309 2.805 4.067
N -5.596 -3.990 2.949
C -2.902 3.227 1.618
C -2.968 0.747 -2.825
C -0.220 -1.775 5.943
C 10.301 -0.516 -6.150
C 2.995 1.567 -4.077
C -5.585 -0.742 -1.475
C 5.480 -2.726 2.376
C 0.711 0.910 -8.566
C 9.096 -1.076 -5.814
C -0.157 3.566 -0.709
C -4.770 -0.190 -0.254
C 0.828 -1.046 0.684
C -6.412 -2.063 3.677
C 0.942 2.453 -0.653
C -4.543 -3.123 3.005
C -2.121 4.044 0.566
C -4.595 -1.797 7.175
C -4.410 1.553 2.487
C -6.020 -0.797 8.596
C -6.737 -1.638 7.785
C -5.014 -1.914 3.450
C 5.133 2.195 -4.373
C 4.290 1.177 -3.855
C 1.193 1.445 -7.342
C 1.068 -2.177 6.187
C -2.748 3.418 3.044
C 6.237 -0.768 1.599
C -4.659 -0.897 8.209
C 1.928 -1.166 5.672
C -3.867 2.135 1.298
C 1.409 0.251 0.026
C 5.242 -1.190 0.757
C -1.269 -1.750 -0.173
C 1.782 0.362 -9.220
C -2.847 1.725 -1.587
C 4.764 -2.425 1.248
C 2.542 1.203 -7.293
C -6.737 -3.356 3.360
C 4.322 3.170 -4.894
C 1.128 -0.189 5.139
C 8.897 1.160 -5.682
C -2.023 -3.116 -0.203
C 8.204 -0.012 -5.517
H 8.878 -2.131 -5.783
H -3.759 -2.159 6.599
H 6.211 2.208 -4.366
H -3.821 -0.370 8.640
H 2.215 3.310 -4.987
H -6.427 -0.179 9.381
H 1.538 2.405 -1.593
H -7.680 -3.878 3.391
H -6.198 0.018 -1.996
H 0.407 4.516 -0.883
H 0.614 1.950 -6.584
H -3.551 -3.438 2.723
H -5.541 -4.949 2.652
H -4.589 1.328 4.522
H -1.168 -2.240 6.161
H 1.370 0.741 4.651
H 7.172 -0.097 -5.215
H 1.362 -3.092 6.676
H -5.157 0.747 2.331
H -7.098 -1.309 4.031
H 4.599 0.262 -3.374
H -5.447 -0.267 0.634
H -0.306 0.928 -8.926
H -0.971 -0.034 5.019
H 8.596 2.187 -5.558
H 11.236 -0.967 -6.438
H 5.429 -3.567 3.048
H -1.643 -1.183 0.713
H -1.620 -1.181 -1.074
H -1.865 1.527 -1.105
H 4.892 -0.666 -0.119
H 0.251 -0.822 1.614
H 7.043 -1.670 3.334
H -4.034 0.767 -3.146
H -0.866 3.430 -1.549
H 4.557 4.103 -5.380
H -2.400 1.167 -3.688
H 10.897 1.508 -6.271
H 3.979 -3.028 0.820
H -2.858 2.748 -2.031
H -2.028 4.213 3.330
H -2.591 -0.271 -2.615
H 1.868 -0.049 -0.946
H -4.856 -1.189 -2.192
H -2.590 4.078 -0.435
H -3.125 -2.970 -0.067
H -1.684 -3.824 0.582
H 2.059 1.086 -3.844
H -1.910 -3.602 -1.198
H 6.852 0.117 1.585
H 1.720 -1.630 1.026
H -7.791 -1.859 7.747
H 1.852 -0.140 -10.171
H -6.112 -2.902 6.207
H 1.649 2.774 0.160
H 2.197 0.609 0.739
H -4.423 -1.025 3.597
H -3.870 -0.792 0.001
H 3.819 0.231 -8.665
H 3.279 1.441 -6.548
H -2.120 5.102 0.946
H -6.182 -1.609 -1.107
H 3.006 -1.159 5.690
*
```

Total energy   -74443.446 eV
LUMO energy   -0.166 Eh



2.
The following is a quantum chemistry calculation of a 4-piece molecular cluster, C43H65Cl2F5N2O16P2S2 overall in a non-equilibrium geometry, from OMol25.

```
! wB97M-V def2-TZVPD RIJCOSX def2/J DEFGRID3
* xyz 0 1
Cl -4.646 -4.847 -5.608
Cl -1.330 5.139 -5.663
S -4.045 -0.319 -2.445
S -2.096 4.248 -3.980
P -3.410 -6.242 -4.687
P -2.704 -1.069 -3.633
F 6.084 -1.005 -4.866
F 1.732 -1.750 0.697
F 3.942 -0.527 -5.071
F 4.636 -2.555 -5.343
F 1.787 0.020 -0.576
O 2.012 4.096 3.569
O 1.667 3.819 0.565
O -7.307 -2.205 -0.706
O -10.221 -1.555 -0.079
O -3.511 4.140 -4.195
O 2.443 6.538 1.720
O 2.415 -6.004 -5.105
O -3.152 -7.490 -1.497
O 2.299 -4.698 -3.262
O 7.016 3.899 7.466
O 4.807 5.826 6.370
O -2.549 -9.412 -2.530
O 4.268 4.021 8.766
O -9.462 -3.259 -2.577
O -1.829 4.957 -2.765
O -2.451 -6.902 -5.862
N -0.240 -5.447 -2.258
N -2.314 -3.969 -3.638
C 8.161 4.031 8.280
C -10.707 -1.832 1.217
C -9.326 -3.039 -3.965
C 4.839 -1.433 -4.627
C -9.137 -0.638 -0.102
C -0.381 -1.310 -2.032
C 0.980 3.639 4.419
C 3.423 -1.408 -2.514
C 5.657 -2.182 -2.355
C 4.209 6.212 7.596
C 1.424 6.287 0.762
C 2.877 -5.652 -4.055
C -1.498 2.535 -3.880
C 4.720 5.371 8.751
C -7.981 -3.456 -0.661
C 2.830 3.580 1.346
C 1.841 -1.344 -0.619
C -1.345 -1.964 -2.760
C 6.196 2.789 7.795
C 0.345 0.952 -3.005
C 4.723 3.146 7.743
C 0.706 -2.016 -1.395
C 4.621 -1.671 -3.145
C 2.581 3.083 2.756
C 0.709 -3.394 -1.500
C 2.745 -4.890 -1.903
C -2.349 -8.241 -2.334
C 0.823 4.904 0.940
C 3.243 -1.669 -1.162
C -8.408 -4.016 -2.005
C -0.308 -4.081 -2.228
C -0.185 2.422 -3.086
C -8.067 -1.062 -1.092
C 3.901 5.785 5.282
C 5.480 -2.444 -1.012
C 4.265 -2.176 -0.382
C -1.164 -6.038 -2.970
C -2.173 -5.275 -3.662
C -1.140 -7.566 -3.039
C -0.500 0.208 -1.916
C 1.755 -4.303 -0.854
C 3.575 7.197 1.190
C -1.329 -3.394 -2.885
H -8.291 -2.807 -4.238
H 0.379 4.502 4.709
H 3.721 -4.387 -1.789
H 4.479 7.260 7.778
H -8.688 -0.526 0.890
H -0.039 4.837 0.271
H -1.528 0.570 -2.065
H 1.186 -5.121 -0.392
H -7.343 -0.245 -1.158
H 4.328 5.812 9.671
H 3.732 6.793 4.888
H 6.614 -2.362 -2.848
H -0.216 -7.872 -2.527
H 4.405 7.040 1.879
H 3.487 4.451 1.339
H -0.302 2.766 -2.045
H 0.141 0.517 -4.001
H -1.768 -6.272 -6.144
H 4.345 5.171 4.500
H 3.810 -6.117 -3.664
H 3.117 6.135 7.549
H 0.322 2.928 3.910
H -3.217 -1.903 -4.647
H -11.271 -2.763 1.170
H -8.813 -3.424 0.043
H 2.950 5.332 5.567
H -9.942 -2.180 -4.229
H 4.436 3.519 6.758
H 3.372 2.792 0.814
H 7.936 3.825 9.332
H 6.332 -2.861 -0.476
H 3.385 8.273 1.103
H -7.254 -4.154 -0.235
H 3.860 6.789 0.215
H -1.408 2.085 -4.882
H 1.400 3.181 5.322
H -1.082 -7.923 -4.072
H 1.803 6.387 -0.260
H 2.933 -5.944 -1.643
H -8.471 -1.187 -2.096
H -2.016 -0.039 -4.328
H -7.540 -4.047 -2.673
H -9.539 0.333 -0.417
H 0.568 3.093 -3.533
H 6.437 2.405 8.792
H 2.349 -3.797 -0.094
H 5.807 5.419 8.830
H 4.101 -2.385 0.675
H 8.505 5.063 8.207
H 0.435 4.765 1.949
H -2.339 1.999 -3.403
H 3.538 2.791 3.209
H -3.774 -6.995 -2.053
H -11.373 -1.030 1.556
H -9.675 -3.911 -4.529
H 0.636 7.033 0.918
H 2.602 -0.983 -3.097
H -0.236 0.579 -0.917
H 1.933 2.200 2.719
H 1.420 0.917 -2.797
H -8.775 -5.042 -1.866
H 6.399 1.998 7.061
H 8.959 3.367 7.932
H -9.890 -1.965 1.934
H 4.160 2.220 7.891
*
```

Total energy   -160261.173 eV
LUMO energy   -0.057 Eh
SMILES string   O=COCCc1c(C(F)(F)c2cccc(C(F)(F)F)c2)c(CCCCS(=O)(=O)Cl)c([PH2]=S)c2nc(P(O)Cl)c(CC(=O)O)nc12.COCCOCCOC.COCCOCCOC.COCCOCCOC



3.
The following is a quantum chemistry calculation of a 9-piece molecular cluster, C43H66B3N2O20P overall in a non-equilibrium geometry, from OMol25.

```
! wB97M-V def2-TZVPD RIJCOSX def2/J DEFGRID3
* xyz 0 1
P 2.890 -3.247 -2.535
O -4.959 -1.393 6.611
O 8.009 3.053 1.168
O -0.235 -0.351 -2.325
O -3.211 -1.032 0.076
O 2.199 -0.406 -1.864
O 0.709 -2.184 -0.968
O 6.161 -1.374 3.190
O -0.137 -5.582 -2.458
O -4.003 1.783 -4.316
O -6.347 -0.275 5.213
O -0.427 -3.254 4.623
O -2.681 2.294 4.717
O 1.658 6.089 -7.067
O 6.842 3.919 -0.571
O -1.264 -4.688 6.167
O 7.863 -1.243 1.696
O 0.126 4.660 -6.203
O -1.798 3.041 2.765
O -5.722 1.634 -2.832
O -1.069 -7.371 -3.494
N 2.301 -3.541 -4.014
N -1.836 -2.147 -1.595
C -3.564 2.762 -5.265
C -0.625 -8.339 -4.452
C 6.718 -0.805 2.290
C -2.769 -3.424 4.764
C 0.491 -7.663 -5.213
C -3.368 -0.072 -2.188
C 8.300 -0.267 0.742
C -7.315 -1.922 6.584
C 1.891 2.038 0.154
C -8.266 -1.590 5.454
C 6.285 0.494 1.694
C -6.061 -1.208 6.161
C -1.947 -3.466 -0.890
C 1.211 1.310 2.772
C -3.389 1.118 5.131
C -0.114 4.080 -4.917
C -1.435 -3.893 5.279
C -3.070 0.993 2.799
C 1.888 5.320 -4.791
C -4.799 3.553 -5.624
C 1.362 0.277 3.946
C -0.076 -6.465 -3.276
C -2.393 -2.779 3.448
C -4.051 0.593 3.879
C 1.228 4.082 -4.222
C 2.960 -1.305 2.471
C 6.683 5.221 -1.145
C -0.983 -2.303 3.708
C 0.674 1.610 -0.816
C 7.065 0.529 0.398
C 8.008 5.439 0.793
C 6.977 6.189 -0.023
C -2.447 2.230 3.378
C 1.257 5.417 -6.153
C 1.962 1.049 1.413
C -2.807 -1.149 -1.109
C 2.213 -1.049 3.808
C -5.597 3.516 -4.339
C -5.161 2.211 -3.732
C 1.102 -6.759 -4.163
C 7.637 4.005 0.530
C -7.761 -0.245 4.987
C 2.817 -0.238 1.332
B 1.882 -1.817 -1.751
B 0.934 0.266 -1.684
B -0.453 -1.596 -1.593
H -0.283 -9.229 -3.914
H 0.843 0.463 4.953
H 0.386 2.474 -1.522
H 9.078 0.349 1.202
H -5.353 3.037 -6.415
H -0.233 1.402 -0.135
H -2.293 0.237 2.655
H -2.795 3.382 -4.794
H -0.384 -2.276 2.796
H -2.898 0.928 -1.887
H 5.211 0.501 1.516
H -0.957 -1.315 4.177
H 1.546 -2.845 -4.141
H 9.023 5.616 0.430
H -3.451 -4.263 4.621
H 0.074 -7.056 -6.022
H 1.201 -8.367 -5.652
H 1.869 -7.273 -3.578
H 8.719 -0.769 -0.133
H -4.117 1.378 5.900
H -4.577 4.563 -5.973
H -5.003 1.108 3.719
H -9.315 -1.576 5.754
H 7.285 1.533 0.048
H -2.670 0.408 5.550
H -8.188 0.582 5.561
H 1.602 3.073 0.587
H -1.455 -8.617 -5.104
H 7.385 5.324 -1.978
H 6.498 0.014 -0.386
H 2.350 -1.823 4.634
H -2.389 -3.535 2.656
H 1.798 3.194 -4.515
H 6.076 6.345 0.578
H -2.996 -3.562 -0.437
H -7.146 -2.996 6.667
H -4.251 -0.478 3.915
H -0.510 3.070 -5.037
H -7.655 -1.510 7.538
H -3.188 -2.701 5.468
H 5.666 5.334 -1.525
H -2.900 -0.354 -3.199
H 0.557 2.242 2.923
H 1.638 6.215 -4.218
H -1.204 -3.625 -0.040
H -1.841 -4.287 -1.672
H 1.501 -5.843 -4.602
H 2.892 2.192 -0.376
H 3.394 -0.428 0.369
H 2.969 5.200 -4.866
H -5.323 4.332 -3.666
H -8.155 -2.327 4.653
H 6.572 1.309 2.362
H -3.068 -1.977 3.143
H 2.702 -4.436 -1.731
H 4.290 -2.934 -2.510
H -4.503 -0.044 -2.235
H 1.149 4.087 -3.134
H 7.320 7.164 -0.374
H -3.132 2.263 -6.134
H -7.960 -0.080 3.927
H -6.670 3.520 -4.532
H 7.931 5.676 1.854
H -0.855 4.691 -4.391
H -3.574 1.212 1.858
H 3.604 -2.223 2.261
*
```

Total energy   -100912.691 eV
LUMO energy   -0.002 Eh
SMILES string   CC(=O)N(C)B1OB(CCc2ccccc2)OB([PH2]=N)O1.O=C1CCCO1.O=C1CCCO1.O=C1CCCO1.O=C1CCCO1.O=C1CCCO1.O=C1CCCO1.O=C1CCCO1.O=C1CCCO1



Among the records above, which one has the lowest total energy? C43H65Cl2F5N2O16P2S2



Which value of total energy does entry 3 give? -100912.691 eV



Which formula does entry 2 have? C43H65Cl2F5N2O16P2S2